## w
{
  "formula": "C3H10S3",
  "method": "ωB97M-V/def2-TZVPD",
  "elements": ["H", "S", "H", "H", "H", "C", "S", "H", "S", "C", "H", "H", "H", "C", "H", "H"],
  "xyz": [[-0.9731, 0.7589, 2.2450], [2.2555, -1.2914, 0.1800], [1.0309, 0.1952, -1.1056], [0.4450, -1.5607, -1.3592], [-2.7289, -0.7854, 0.5281], [-2.8526, 0.1473, 0.0363], [-1.3788, 1.1337, -0.0819], [1.8048, -0.8423, -2.1149], [4.0511, -0.1809, 0.1031], [1.2827, -0.8769, -1.2306], [-3.7349, 0.4862, 0.5141], [-3.1123, -0.1983, -1.0049], [3.7162, 0.1796, -1.1443], [-0.3625, 0.9043, 1.3879], [0.3207, 0.0556, 1.6017], [0.2359, 1.8751, 1.4452]],
  "nbo_charge": [0.218, 0.079, 0.227, 0.250, 0.220, -0.775, 0.199, 0.212, -0.133, -0.764, 0.215, 0.233, 0.131, -0.780, 0.231, 0.236],
  "multiplicity": 1,
  "smiles": "CSC.CSS",
  "gap_ev": 8.38
}

## x
{
  "formula": "C3H10S3",
  "method": "ωB97M-V/def2-TZVPD",
  "elements": ["H", "S", "H", "C", "S", "H", "H", "H", "C", "H", "C", "H", "S", "H", "H", "H"],
  "xyz": [[1.1103, 3.9869, 1.3812], [-0.6006, 4.1459, 3.1424], [-1.1142, -2.9247, -1.1755], [0.6118, 3.2786, 2.0284], [0.3957, 3.9420, 4.9447], [-1.2053, -3.4708, -3.9603], [0.1299, 2.4788, 1.4569], [-0.3983, -4.2703, -1.8744], [-0.8286, -2.6769, -3.3308], [0.0810, 5.1449, 5.4407], [-0.4260, -3.1935, -1.9657], [-0.0089, -2.1141, -3.8013], [1.2850, -2.6334, -1.5293], [1.2360, 2.6563, 2.6688], [1.0812, -2.6263, -0.2650], [-1.3490, -1.7235, -3.1606]],
  "nbo_charge": [0.225, 0.055, 0.211, -0.727, -0.151, 0.228, 0.227, 0.207, -0.653, 0.138, -0.492, 0.223, -0.058, 0.232, 0.106, 0.227],
  "multiplicity": 1,
  "smiles": "CCS.CSS",
  "gap_ev": 8.90
}

## y
{
  "formula": "C3H10S3",
  "method": "ωB97M-V/def2-TZVPD",
  "elements": ["H", "H", "H", "H", "S", "H", "H", "C", "C", "S", "C", "H", "H", "S", "H", "H"],
  "xyz": [[3.7581, 0.5038, 1.6210], [-3.9371, -0.6186, 0.8557], [1.7487, -1.4378, -1.8414], [1.3397, 0.2370, -1.4762], [-2.0926, 2.4772, -0.6214], [3.5667, -0.9519, -0.4626], [-2.7475, 3.1242, 0.3583], [1.4665, -0.7471, -1.0388], [-2.9880, -0.1570, 0.6161], [2.5584, 0.6530, 1.0506], [2.5848, -0.8150, -0.0136], [-2.1982, -0.8511, 0.3700], [0.5845, -1.1604, -0.5997], [-3.3745, 0.8859, -0.8495], [-2.6662, 0.5276, 1.3960], [2.3968, -1.6697, 0.6356]],
  "nbo_charge": [0.120, 0.225, 0.215, 0.220, -0.132, 0.211, 0.119, -0.619, -0.726, -0.055, -0.507, 0.217, 0.209, 0.067, 0.229, 0.205],
  "multiplicity": 1,
  "smiles": "CCS.CSS",
  "gap_ev": 9.58
}

Which one sits at the bottom of the stability order? w does.

## w
{
  "formula": "C4H6Cl2O",
  "method": "ωB97M-V/def2-TZVPD",
  "elements": ["O", "Cl", "Cl", "H", "H", "H", "C", "C", "H", "C", "H", "H", "C"],
  "xyz": [[1.5680, 1.8140, 1.4649], [3.4974, -1.4297, 0.2585], [2.9861, 1.4690, -0.6954], [-0.7226, -0.2216, 1.2197], [0.5713, 0.5402, -1.3776], [-0.9565, 1.5948, 1.0038], [1.7923, -1.6183, 0.0107], [-0.7868, 0.5786, 0.4678], [1.0167, -1.4765, 0.8347], [1.5216, 1.4292, 0.3476], [-1.5016, 0.4293, -0.3745], [1.5671, -1.8000, -0.9972], [0.4605, 0.8520, -0.3125]],
  "nbo_charge": [-0.503, 0.043, -0.120, 0.237, 0.227, 0.252, -0.368, -0.690, 0.211, 0.431, 0.229, 0.186, -0.134],
  "multiplicity": 1,
  "gap_ev": [7.14, 9.13]
}

## x
{
  "formula": "C4H6Cl2O",
  "method": "ωB97M-V/def2-TZVPD",
  "elements": ["H", "C", "C", "C", "H", "H", "Cl", "C", "Cl", "H", "H", "H", "O"],
  "xyz": [[-1.1189, 2.6433, 1.4337], [-1.9279, -0.0713, 0.5813], [-1.7944, 4.1869, 0.2404], [0.3714, 0.5275, -0.3856], [-2.3257, -0.0075, -0.3631], [-2.4101, 0.6110, 1.1531], [-2.7015, 2.9950, -0.7631], [-0.3816, 0.2479, 0.6513], [0.2345, -0.0922, 2.1974], [-2.1045, -1.0571, 0.9428], [1.3760, 0.8700, -0.3450], [-0.1519, 0.7844, -1.2281], [-1.1936, 3.6695, 1.2085]],
  "nbo_charge": [0.508, -0.625, 0.303, -0.414, 0.222, 0.206, -0.157, -0.046, 0.008, 0.223, 0.215, 0.208, -0.650],
  "multiplicity": 1,
  "gap_ev": 10.08
}

Which one sits at the bottom of the stability order? w does.

## w
{
  "formula": "H43O21",
  "method": "ωB97M-V/def2-TZVPD",
  "elements": ["H", "H", "H", "O", "O", "O", "H", "H", "O", "O", "O", "H", "O", "O", "H", "O", "H", "H", "O", "H", "H", "H", "O", "H", "H", "H", "H", "H", "O", "H", "H", "H", "H", "H", "O", "H", "H", "O", "H", "O", "H", "H", "O", "H", "H", "H", "H", "O", "O", "H", "O", "O", "H", "H", "H", "H", "H", "H", "H", "H", "H", "H", "H", "O"],
  "xyz": [[-1.8701, -3.0088, 4.4369], [4.3452, 0.2595, 0.3343], [-2.7802, 2.1606, -2.7370], [-2.7239, -1.9099, -3.3979], [1.6370, -0.1460, 2.8483], [-1.5822, 1.6431, 0.6263], [4.8551, 0.7586, -1.0918], [-0.5247, -2.8795, 3.7737], [-1.9197, 4.8574, -1.1409], [-3.5624, -0.1672, 1.9495], [-0.3371, -0.5646, 1.2873], [-5.3543, 0.7513, -1.6509], [0.9955, -1.0454, -4.0350], [3.5241, 2.6898, 1.2961], [-2.5188, 4.1731, -1.2029], [0.1511, -3.1169, -0.6588], [-1.2120, 3.8322, 2.9892], [1.0933, -3.3499, -0.5185], [-3.0121, 2.3073, -1.8673], [-1.7669, 5.1993, -0.3171], [-1.1385, 0.0893, 1.2282], [-2.7884, -2.4274, -2.5461], [2.6211, 1.1225, -2.9948], [0.4435, 0.8499, 1.2082], [0.3113, -1.1602, -3.3029], [-0.3592, 2.4858, 1.4560], [3.9002, 3.5423, 1.4794], [3.0747, 1.7691, -3.5420], [-2.0561, -3.3508, 1.7060], [-2.4895, 1.3394, 0.4677], [-0.7551, 0.8609, -3.7011], [-3.0029, -0.7719, 1.6137], [2.5184, -3.2652, -0.7201], [-5.4200, -0.6645, -1.3864], [4.0431, -1.3461, 1.9113], [0.1393, -2.5226, 0.2202], [2.6124, -0.9897, 0.4843], [-1.3173, 3.9666, 1.9933], [-2.3573, 3.7552, 1.8304], [4.5986, -0.1237, -0.5888], [-3.6193, 3.0265, -1.6974], [3.1438, 2.5803, 0.5610], [0.4364, 1.8832, 1.5639], [4.8965, -1.2081, 1.3298], [1.7959, -0.8973, -0.5409], [-1.5764, -4.0731, 2.0732], [1.3003, -1.9916, -3.9526], [-4.7072, 0.1296, -1.2825], [-0.2964, 0.7212, -2.8919], [2.1098, 0.4510, -3.3670], [-1.1538, -2.4569, 4.3659], [1.7565, -1.2630, 0.3659], [0.1488, -0.9283, 0.4000], [0.5827, 1.6930, 2.4240], [-3.1548, -0.0546, 2.8755], [2.1101, -0.5002, 2.0421], [-1.2969, 0.3515, -2.5565], [-1.4279, 2.3939, -0.0116], [-3.5669, -2.2083, -3.8033], [0.9848, -0.8115, 3.0699], [3.9368, -2.2563, 2.2404], [-2.0308, -3.3290, 0.6898], [3.7840, -3.3815, -1.5926], [3.2702, -3.7859, -0.9296]],
  "nbo_charge": [0.471, 0.472, 0.492, -0.944, -0.973, -1.017, 0.504, 0.462, -0.933, -0.928, -1.013, 0.465, -0.953, -0.942, 0.453, -0.925, 0.498, 0.453, -0.956, 0.476, 0.519, 0.468, -1.003, 0.573, 0.487, 0.566, 0.491, 0.486, -0.969, 0.533, 0.468, 0.461, 0.433, 0.465, -1.005, 0.469, 0.512, -0.964, 0.502, -0.972, 0.475, 0.454, -0.835, 0.516, 0.504, 0.478, 0.470, -0.930, -0.925, 0.507, -0.931, -0.980, 0.514, 0.530, 0.477, 0.487, 0.462, 0.521, 0.477, 0.482, 0.505, 0.492, 0.484, -0.917],
  "multiplicity": 1,
  "total_charge": 1,
  "gap_ev": 10.37
}

## x
{
  "formula": "H43O21",
  "method": "ωB97M-V/def2-TZVPD",
  "elements": ["H", "H", "H", "H", "O", "H", "H", "H", "H", "O", "O", "H", "H", "H", "H", "H", "H", "H", "H", "O", "H", "O", "O", "O", "H", "H", "H", "H", "H", "H", "O", "H", "O", "H", "H", "O", "H", "O", "O", "H", "H", "H", "H", "O", "H", "H", "H", "O", "H", "H", "H", "O", "H", "H", "O", "O", "O", "O", "H", "O", "H", "H", "H", "O"],
  "xyz": [[-0.1798, 3.6430, -3.4739], [-1.1595, -1.1985, 0.2963], [4.7256, -0.3485, -1.9213], [0.0853, 0.2674, -4.4789], [3.8539, -0.1999, -1.3262], [0.2289, 3.1903, 4.5295], [3.2151, 0.1971, -1.8503], [0.1446, -0.2555, 0.2052], [-1.5450, 0.3514, 4.3537], [0.5825, -2.1508, 5.0352], [-0.0233, 2.7490, 3.6935], [-4.9871, 0.4304, 0.5864], [-1.6603, 1.8150, 0.2959], [-2.3480, -3.3655, 0.8005], [-1.9030, 1.3094, 2.6751], [1.6539, -4.0174, -0.1591], [1.7824, 0.8660, 3.0939], [3.5578, -2.7299, -1.3948], [-0.2620, -2.2764, 4.6400], [1.8454, 0.1233, 2.6683], [2.5349, -0.5304, 3.1894], [3.1110, 2.8977, 2.5464], [0.8284, -3.4960, 0.3529], [-4.0422, -0.5741, -3.2152], [2.2935, 2.7914, -3.4597], [-1.7720, 0.4213, -1.7875], [-2.2362, -3.5671, -3.6703], [-3.1973, -0.7514, -2.8991], [-4.4688, 1.6705, 1.4011], [-0.3766, -1.2431, -3.0721], [-4.5622, 1.1904, 0.7035], [3.9300, 2.6586, 2.4841], [-1.2030, -3.4691, -3.3556], [-0.0755, 3.3165, 2.9055], [2.0497, 1.6012, 0.3427], [-1.4457, 0.4688, 2.5141], [-4.5269, -0.0571, -2.4988], [-0.1665, -0.7659, -2.2663], [-1.6697, -2.5892, 1.0938], [-0.8683, 0.2806, 1.3078], [-1.6461, 3.2473, 0.6749], [1.4706, 0.3716, -5.1555], [-1.0220, -4.3046, -3.1225], [-1.4604, -0.1643, 5.2331], [-1.0005, -0.9657, -1.9172], [4.1509, -3.6531, -0.3383], [-0.5321, 0.2018, 2.9314], [3.2706, 2.4289, -3.4356], [3.2577, 3.9251, 2.2398], [-0.9052, -3.2207, 1.2577], [-0.7541, 2.4426, -3.7960], [-1.1613, 2.4818, 0.6268], [1.0705, -2.9210, 4.6032], [1.7718, 0.2151, 0.9546], [-0.8813, -0.2902, 0.2083], [3.3763, -3.5960, -0.9780], [0.9186, 0.7028, -4.4427], [1.4974, 0.8092, 0.2652], [-2.6208, 1.6507, -1.9981], [-0.7992, 3.2887, -4.0871], [3.1897, 1.5181, -3.9247], [0.1678, -3.4353, -0.4223], [-0.5869, -0.1689, 5.3437], [-2.5160, 0.7829, -1.6064]],
  "nbo_charge": [0.454, 0.533, 0.477, 0.473, -0.958, 0.503, 0.483, 0.555, 0.452, -0.946, -1.000, 0.488, 0.484, 0.501, 0.551, 0.536, 0.484, 0.499, 0.475, -0.966, 0.513, -0.929, -1.015, -0.939, 0.480, 0.449, 0.490, 0.453, 0.471, 0.477, -0.957, 0.453, -0.954, 0.499, 0.512, -0.937, 0.484, -0.908, -0.984, 0.546, 0.472, 0.481, 0.466, -0.919, 0.438, 0.483, 0.559, -0.947, 0.477, 0.515, 0.450, -0.954, 0.471, 0.497, -0.897, -0.966, -0.954, -0.996, 0.494, -0.902, 0.468, 0.470, 0.458, -0.945],
  "multiplicity": 1,
  "total_charge": 1,
  "gap_ev": 10.61
}

Which one sits at the bottom of the stability order? w does.

## w
{
  "formula": "C3H3NS2",
  "method": "ωB97M-V/def2-TZVPD",
  "elements": ["S", "H", "C", "H", "C", "C", "N", "H", "S"],
  "xyz": [[0.6622, -1.5064, -1.1181], [-1.6377, 0.9413, 0.2413], [-0.2901, -0.2558, -1.1625], [-2.3915, 0.0369, -1.1389], [-1.4826, 0.3808, -0.6360], [1.8171, -0.3269, 1.9000], [1.7473, 0.5894, 1.2161], [2.0713, -1.1403, 2.5645], [-0.4961, 1.2809, -1.8663]],
  "nbo_charge": [0.102, 0.242, -0.310, 0.227, -0.509, 0.077, -0.315, 0.237, 0.248],
  "multiplicity": 1,
  "smiles": "S=C1CS1.C#N",
  "gap_ev": 8.52
}

## x
{
  "formula": "C3H3NS2",
  "method": "ωB97M-V/def2-TZVPD",
  "elements": ["C", "C", "H", "H", "S", "C", "N", "S", "H"],
  "xyz": [[0.4496, 0.1693, -0.8357], [0.2423, 0.2048, 1.5119], [-1.0802, -1.3724, -0.1030], [-1.1986, -0.0012, 3.2060], [-0.9198, -0.8533, -1.3654], [-0.5617, 0.0585, 2.4079], [0.8400, 0.5095, 0.3303], [1.5869, 0.6077, -2.1018], [0.6415, 0.6772, -3.0503]],
  "nbo_charge": [0.014, 0.148, 0.167, 0.229, 0.015, -0.279, -0.510, 0.097, 0.119],
  "multiplicity": 1,
  "smiles": "C#CN=C(S)S",
  "gap_ev": 9.46
}

Which one sits at the bottom of the stability order? x does.